116
Properties=species:S:1:pos:R:3:forces:R:3:lowdin_charge:R:1 method="wB97M-V/def2-TZVPD" e_tot_ha=-4620.14408 lumo_energy_ev=-3.397 charge=+1 e_homo_ev=-11.0869
C 10.084 -1.303 -1.867 0.03 0.69 -0.70 -0.29
H 1.804 -3.041 1.282 -0.37 1.41 -2.06 0.12
C -1.287 -2.434 1.201 0.61 0.10 -0.04 -0.22
O 4.744 -0.784 -2.162 0.93 1.45 0.67 0.08
C 3.985 -5.813 6.058 0.21 -0.07 1.23 -0.30
H 10.310 -4.235 -0.039 0.00 0.03 -0.05 0.14
C 7.734 1.158 -3.221 0.53 -0.48 -1.06 -0.33
H -3.072 -2.022 2.557 0.18 -1.28 -2.28 0.10
C -11.261 4.988 -0.152 -0.84 0.78 0.63 -0.30
H 9.343 2.868 -2.949 -0.16 0.04 0.33 0.12
C -9.367 6.270 -1.002 0.56 1.83 0.05 -0.21
H -1.635 -2.462 -1.161 1.27 0.86 1.81 0.11
H 6.111 -6.452 5.244 -0.13 0.03 -0.33 0.12
O 0.465 -4.692 5.623 1.37 -0.44 -1.14 0.08
H -4.909 0.570 0.934 2.32 -1.14 -0.95 0.11
C 10.643 -4.088 -2.198 0.10 -1.01 0.54 -0.30
H 9.616 -0.761 0.386 0.09 -0.39 0.07 0.12
C -10.516 6.245 -0.323 -0.28 -0.22 0.13 0.08
C -9.534 3.773 -1.418 0.40 0.24 -0.14 0.07
N -4.503 3.372 -0.037 -1.44 -0.48 0.90 -0.05
H 0.412 -4.015 -0.584 0.38 2.54 -0.47 0.13
O 8.825 3.077 -2.141 -1.35 -1.67 -0.62 0.09
H 4.222 -0.572 -1.357 0.13 -0.10 -0.36 0.09
C 6.658 0.155 -3.186 0.24 0.11 -0.09 0.08
C 0.132 6.802 -1.448 0.70 1.98 0.02 -0.20
H 2.335 -5.270 7.389 0.02 -0.02 -0.05 0.14
O 11.016 -3.661 -4.589 -0.41 0.01 2.06 0.09
H 1.631 7.736 -2.138 -0.29 0.12 0.19 0.12
O -1.875 3.097 -0.996 1.18 2.03 -0.03 0.02
O -11.374 2.566 -0.549 0.45 2.00 0.15 0.08
C 10.427 -1.846 -3.191 -0.14 0.41 0.27 0.08
O 0.839 7.979 -1.612 -0.50 -2.10 -0.17 0.09
H -4.498 4.423 -0.090 -0.15 -1.69 0.36 0.08
H 2.805 -2.775 -0.292 -2.08 0.52 1.06 0.13
C -2.886 -2.555 1.507 0.60 -0.20 3.12 -0.37
C -4.017 0.692 -1.211 -0.05 -0.08 -0.67 -0.22
C -5.742 2.786 -0.683 -1.13 0.45 -0.54 -0.24
C 1.756 -5.110 5.358 -1.40 0.46 0.89 -0.21
H -2.940 0.428 0.897 -2.02 -0.55 -0.95 0.12
C -8.801 5.034 -1.610 0.40 -0.63 -0.43 -0.31
H -2.670 3.341 -0.475 -0.67 -0.27 -0.09 0.04
O -8.660 7.447 -1.165 -0.36 -2.00 -0.20 0.09
O 1.958 -0.976 0.491 1.23 -1.80 0.61 -0.26
H 4.005 -1.620 1.119 -1.62 1.62 -0.02 0.10
O 8.568 1.191 -4.119 -0.69 0.22 0.81 0.11
C -1.017 6.777 -0.770 -0.44 -0.28 0.19 0.08
C -3.946 0.153 0.364 -0.06 1.27 -0.41 -0.30
C 6.892 2.157 -1.134 -0.53 -0.27 0.27 0.08
H -6.436 -1.083 0.902 1.42 -2.26 -0.30 0.12
C 0.568 -2.842 -0.728 -0.83 0.46 0.48 -0.16
C -1.182 4.280 -1.183 -0.33 -1.90 -0.12 -0.20
C 10.064 -2.242 -0.712 -0.31 0.14 1.82 -0.20
H -5.446 -4.207 1.694 -0.69 2.28 0.54 0.12
H -8.325 -2.747 1.500 1.51 -1.97 0.83 0.10
C 2.612 -5.371 6.348 0.23 -0.07 0.07 0.08
H 10.455 -1.149 -4.019 -0.02 -0.01 0.04 0.14
H 6.924 2.877 -0.326 -0.01 -0.04 -0.06 0.14
H 0.045 -4.570 4.744 0.24 -0.10 0.41 0.11
O 10.871 -5.280 -2.377 -0.14 0.97 -0.15 0.11
C 0.698 5.566 -2.057 0.81 -0.65 -0.63 -0.30
C -7.652 -3.658 1.862 -0.66 -0.02 0.29 -0.18
C -10.681 3.748 -0.736 -0.60 -1.95 -0.02 -0.21
C 2.155 -5.257 3.931 0.28 -0.10 -0.85 -0.31
C 3.536 -5.675 3.641 -0.53 0.17 -0.18 0.08
C -5.492 1.378 -1.492 -0.09 -0.85 0.23 -0.18
C 7.796 2.154 -2.115 1.47 1.58 0.35 -0.22
C -5.857 -2.098 0.699 -0.69 -0.65 0.81 -0.77
Cl -5.764 -2.482 3.588 0.24 -0.57 -1.96 0.55
H 3.818 -5.762 2.599 -0.02 -0.01 0.07 0.14
C 5.802 1.169 -1.112 0.20 0.74 0.62 -0.28
H 0.743 -2.582 -1.872 0.02 -0.63 2.54 0.13
C 10.324 -3.541 -0.870 0.06 -0.25 -0.21 0.08
O 4.789 -6.075 6.945 -0.48 0.18 -0.98 0.12
C 4.393 -5.934 4.631 1.86 -0.56 -0.88 -0.20
H 11.160 -4.621 -4.442 -0.05 0.37 -0.07 0.12
O 1.746 5.624 -2.691 -0.81 0.24 0.57 0.11
H -0.827 -1.600 1.904 -1.05 -1.68 -1.53 0.13
O 9.765 -1.721 0.534 0.25 0.07 -1.92 0.08
C 3.238 -0.727 1.227 0.63 0.34 0.61 -0.11
H 0.397 3.411 -2.297 -0.02 0.05 0.02 0.14
H -3.159 -3.697 1.662 0.14 2.52 -0.80 0.12
H -7.853 -4.574 1.149 0.62 1.99 1.34 0.09
H -8.034 -3.978 2.946 1.15 0.81 -2.38 0.10
H -7.868 7.204 -1.691 -0.34 0.15 0.20 0.12
H -10.940 7.136 0.122 0.02 -0.06 -0.04 0.14
H -5.686 1.483 -2.653 0.62 -0.08 2.44 0.13
H -6.305 0.602 -1.106 1.58 1.49 -0.88 0.10
H -9.102 2.879 -1.850 -0.04 0.04 -0.02 0.13
H -6.164 3.592 -1.450 0.85 -1.89 1.69 0.11
O 5.692 -6.325 4.365 -1.78 0.54 1.13 0.09
S -4.028 -1.740 0.277 -0.40 0.30 0.00 1.01
H -3.868 -0.227 -1.952 -0.43 1.89 1.66 0.11
C 5.756 0.157 -2.203 -1.00 -1.36 -0.45 -0.20
O -12.326 4.936 0.454 0.89 -0.33 -0.54 0.12
O -7.753 5.092 -2.244 -0.53 0.24 0.44 0.08
H -12.169 2.809 -0.028 0.27 -0.08 -0.21 0.12
O 1.341 -5.027 3.043 0.10 0.05 0.59 0.07
H -0.703 -0.908 -0.390 -0.50 -2.61 -0.22 0.13
H -4.517 3.065 0.979 0.15 1.00 -1.60 0.10
O 4.948 1.157 -0.232 0.67 0.16 -0.93 0.06
H 3.066 -0.603 2.397 0.07 -0.25 -2.46 0.11
H -1.441 7.668 -0.324 0.02 -0.06 -0.03 0.14
C -0.035 4.305 -1.864 0.26 0.25 -0.13 0.08
C -6.040 -3.216 1.884 -2.46 -0.56 -0.67 -0.70
H 6.635 -0.574 -3.986 0.00 0.04 0.03 0.14
H -3.131 1.439 -1.458 -2.01 -1.63 0.82 0.11
O -2.827 5.468 0.007 0.89 0.24 -0.31 0.07
H -0.785 -3.453 1.562 -1.24 2.11 -0.91 0.13
C -1.762 5.520 -0.598 -0.37 0.80 0.39 -0.29
H 3.744 0.240 0.778 -1.50 -2.30 1.26 0.07
C 10.690 -3.144 -3.348 0.41 -0.26 -1.94 -0.20
C 1.806 -2.424 0.259 1.18 -0.99 -0.62 -0.24
Cl -6.585 -2.840 -0.868 0.95 0.92 1.51 0.56
H -6.589 2.605 0.137 1.70 0.39 -1.81 0.12
O 9.822 -0.118 -1.693 0.08 -0.76 0.33 0.10
C -0.875 -2.088 -0.343 1.23 -0.08 0.18 -0.22

=====

109
Properties=species:S:1:pos:R:3:forces:R:3:lowdin_spin:R:1 method="wB97M-V/def2-TZVPD" e_tot_ha=-4199.41401 lumo_energy_ev="-2.267 / -4.301" s2=8.768 charge=+1 multiplicity=6 e_homo_ev="-10.3251 / -10.3281"
C -12.477 -4.141 23.808 0.14 2.09 -0.28 0.00
H -10.306 -9.222 12.594 0.16 0.05 0.10 0.00
C -13.693 -3.611 24.250 2.25 0.32 0.27 0.00
H -16.286 -7.670 18.449 0.53 0.36 0.60 0.00
H -13.906 -8.496 18.258 -0.03 0.52 -0.66 0.00
O -13.880 -8.671 19.190 0.12 -0.18 1.31 0.00
H -11.595 -8.281 17.688 0.07 -0.03 0.03 0.00
H -6.423 -6.349 10.027 0.05 -0.09 0.26 0.00
H -10.568 -4.995 10.224 -0.26 -0.29 0.29 0.00
H -15.454 -5.320 21.161 -0.04 0.18 0.03 0.00
C -7.566 -5.690 16.143 0.28 -0.12 -0.10 0.01
C -15.420 -8.368 14.058 1.22 -0.09 0.25 0.00
C -5.838 -7.690 15.535 -0.38 -0.60 -1.55 0.00
H -11.248 -12.617 15.725 -0.05 -0.16 -0.13 0.00
H -6.197 -5.169 17.635 -0.10 -0.05 0.41 0.00
N -11.063 -5.425 19.129 -0.39 -0.57 -0.17 0.00
Cl -13.585 -2.021 25.006 -0.52 -0.50 -0.35 0.00
C -14.206 -7.720 14.376 -0.84 -0.72 -0.35 0.00
C -7.801 -6.117 11.665 -0.64 -0.61 0.57 0.01
C -8.388 -7.596 11.650 -0.02 1.86 -1.30 0.00
C -14.779 -5.638 23.648 -0.11 -1.24 0.45 0.00
H -8.443 -3.328 13.351 0.27 -0.35 -0.11 0.01
H -17.748 -4.753 14.917 0.21 1.44 0.95 0.00
C -7.290 -8.335 13.617 1.15 0.53 -1.11 0.00
H -8.234 -4.869 16.331 -0.12 0.07 0.10 0.00
C -14.826 -4.359 24.190 -1.75 0.68 -0.05 0.00
H -11.475 -5.693 22.900 1.20 -0.75 -0.52 0.00
N -8.333 -5.264 12.566 0.05 -0.26 0.40 0.13
H -13.151 -6.004 15.038 -0.54 0.28 -0.43 0.01
C -13.544 -6.197 23.172 -2.08 0.72 0.75 0.00
H -8.786 -9.616 17.529 0.00 -0.37 -0.21 0.00
H -18.590 -5.996 14.270 1.00 0.14 -0.10 0.00
H -15.301 -4.596 14.716 0.20 0.35 0.41 0.00
H -6.514 -8.129 12.852 0.17 -0.22 0.52 0.00
H -15.405 -9.439 13.890 -0.01 0.11 -0.19 0.00
C -14.117 -6.385 14.684 -0.13 0.03 0.47 0.00
H -16.765 -5.999 18.608 0.98 -0.47 0.71 0.00
H -4.720 -7.102 17.258 0.03 0.22 -0.32 0.00
N -10.683 -6.422 17.125 -0.08 0.32 1.08 0.07
Ir -9.928 -6.163 14.221 -0.03 0.43 -0.51 2.79
H -15.345 -7.475 21.580 -1.00 0.58 0.13 0.00
C -7.005 -7.461 14.793 -0.05 -0.01 0.52 0.01
N -10.985 -6.145 12.018 0.54 0.20 -0.23 0.14
H -10.027 -4.362 17.667 -0.60 -0.80 -0.10 0.01
H -9.349 -7.568 11.116 0.21 0.06 0.36 0.00
C -12.347 -6.229 10.221 -1.72 -0.37 -0.95 0.01
C -11.867 -7.003 12.436 -0.39 -0.57 0.86 0.02
C -9.547 -10.005 14.402 0.01 -0.16 -0.06 0.00
C -5.560 -6.898 16.598 0.64 -0.73 0.79 0.00
C -6.811 -5.683 10.792 -0.01 0.50 -0.55 0.01
C -11.229 -5.715 10.712 0.69 0.47 1.18 0.01
C -10.572 -5.292 17.918 0.42 -0.34 0.13 0.02
H -7.752 -8.205 11.030 0.69 -0.32 -0.40 0.00
H -5.159 -8.461 15.185 -0.12 -0.07 0.20 0.00
N -11.566 -6.707 19.144 1.34 1.01 -1.59 0.00
C -16.529 -6.271 14.341 0.24 -0.34 -0.08 0.00
H -14.600 -8.993 21.376 0.32 0.43 0.02 0.00
C -9.204 -10.123 16.654 -0.22 0.64 -0.05 0.00
N -11.667 -7.496 13.703 0.44 0.93 -0.69 0.13
C -16.150 -6.797 19.129 -0.35 0.27 -1.39 0.00
H -15.728 -6.275 23.750 1.57 0.92 -0.54 0.00
H -7.239 -9.375 13.867 0.64 -0.44 0.51 0.00
H -16.654 -6.999 20.047 -0.49 -0.32 0.66 0.00
O -12.251 -8.771 15.679 0.15 -0.18 0.77 0.00
C -11.293 -7.283 17.954 -0.07 0.67 -0.07 0.00
C -16.582 -7.654 14.044 -0.36 0.74 0.38 0.00
C -10.369 -11.127 14.450 0.05 -0.25 -0.72 0.00
H -14.759 -5.160 17.582 -0.16 -0.21 0.08 0.00
S -12.710 -8.548 14.346 0.77 -0.26 0.28 0.01
H -5.672 -3.980 10.093 0.15 0.13 -0.06 0.00
C -15.279 -5.667 14.634 -1.43 0.47 -0.40 0.00
C -13.845 -7.499 20.015 0.44 0.67 0.81 0.00
H -8.895 -10.168 12.361 0.52 -0.27 -0.07 0.00
O -12.800 -9.663 13.462 -0.43 -0.85 -0.68 0.01
S -13.147 -7.332 11.329 0.56 0.48 -0.48 0.01
H -10.807 -11.486 13.520 -0.04 0.04 0.27 0.00
C -9.312 -9.410 13.021 -0.97 0.84 -0.60 0.00
N -17.684 -5.509 14.306 -0.76 -1.58 -0.88 0.00
H -15.156 -4.307 19.691 -0.06 -0.31 0.59 0.00
H -11.933 -8.111 20.586 0.20 0.23 0.21 0.00
C -10.594 -11.765 15.648 -0.11 0.02 -0.33 0.00
C -14.681 -6.343 19.413 -0.96 -0.28 -1.21 0.00
C -14.124 -5.922 18.044 -0.28 0.09 0.18 0.00
C -9.984 -11.263 16.772 0.46 0.65 0.17 0.00
C -12.329 -7.138 20.282 -0.44 -0.99 -0.24 0.00
H -11.628 -3.410 23.776 -0.58 -1.17 0.21 0.00
C -6.442 -5.902 16.885 -0.08 1.89 0.96 0.00
N -8.993 -9.484 15.490 -0.04 -0.17 0.15 0.00
C -6.403 -4.332 10.798 -1.15 -1.38 0.50 0.00
C -7.023 -3.499 11.712 0.79 0.38 0.35 0.00
S -10.819 -4.184 14.764 0.44 -0.79 -0.18 1.34
N -7.859 -6.485 15.118 -0.39 -0.42 -0.34 0.11
C -12.418 -5.392 23.242 -0.92 0.22 0.49 0.00
H -12.537 -7.995 22.725 -0.15 -0.13 -0.47 0.00
C -7.938 -3.983 12.636 -0.32 -0.71 -0.95 0.01
H -12.117 -6.375 21.038 -0.47 -0.35 -0.22 0.00
H -17.537 -8.145 13.867 0.18 0.15 -0.05 0.00
H -6.689 -2.481 11.773 -0.16 0.43 0.03 0.00
C -13.566 -7.621 22.697 0.44 0.11 0.05 0.00
H -15.747 -3.818 24.501 0.49 -1.04 -0.10 0.00
H -13.140 -5.491 18.091 0.24 0.16 -0.02 0.00
H -13.811 -4.825 20.694 0.02 0.04 0.15 0.00
H -14.117 -6.790 17.393 0.09 0.00 -0.41 0.00
C -14.787 -5.139 20.324 0.35 0.68 -0.61 0.00
H -14.053 -8.179 23.477 -0.32 -0.36 0.44 0.00
H -12.859 -5.953 9.304 0.31 -0.25 0.08 0.00
C -14.391 -7.907 21.431 0.91 -1.25 -0.75 0.00
N -8.538 -8.148 12.946 -1.66 -0.32 1.87 0.05
H -10.126 -11.728 17.720 -0.04 -0.18 0.56 0.00